Computed, not measured: 9 unconnected molecules or ions with the total composition C36H72O18S5 at a distorted geometry, with ωB97M-V/def2-TZVPD.

ORCA input file:
```
! RIJCOSX wB97M-V def2-TZVPD def2/J DEFGRID3
* xyz 0 1
H -5.498 5.045 2.819
C 2.751 1.361 4.189
C 4.444 -0.038 -8.268
S -2.508 -6.130 4.427
C -4.432 1.107 -3.688
C 2.292 -3.725 -2.785
O -0.630 1.389 0.539
H -0.951 -4.392 3.790
H 2.817 -1.727 -2.069
H 1.529 -0.084 2.013
H -1.705 -3.381 -3.570
H 3.370 3.602 -2.848
O -3.441 1.312 1.846
H 1.867 2.344 -4.325
C 2.783 -0.041 -6.563
H -4.414 3.583 -1.584
H -1.655 -4.132 5.501
C -3.258 4.855 2.481
H 2.678 -3.479 1.334
H 4.152 0.931 -8.588
H 4.054 -1.461 -9.916
H 2.247 -4.132 -1.747
C 4.457 -2.554 1.980
S -3.135 2.247 2.892
O -2.458 1.724 4.026
H -4.901 -5.836 3.922
C -1.204 -2.575 -2.957
C -4.644 3.129 3.288
C -4.123 2.630 -3.552
H -5.171 -3.641 4.835
H -2.880 -2.396 4.370
H 2.601 4.307 -0.706
O 4.152 -1.246 1.446
O 0.578 4.509 -3.690
H -4.565 -6.189 5.725
H -0.253 0.852 5.165
C -4.745 4.365 2.423
H 4.777 1.306 -0.342
C -1.706 -1.470 1.886
S -4.486 0.574 -1.893
H 3.119 -1.959 -3.766
H 4.255 0.170 5.237
H -3.002 5.112 3.554
C 0.693 3.631 -1.212
H 3.532 1.082 0.945
H 4.924 1.432 4.102
C 2.839 2.864 -2.323
H -3.591 0.507 -4.064
C -3.335 1.772 -1.363
C 1.759 -0.863 -5.934
C 0.318 2.838 5.728
O -1.962 -6.914 5.527
H -5.589 2.507 3.127
H -0.776 -1.802 -3.618
H 3.562 -4.348 2.544
C 3.204 -3.405 2.259
H 2.483 -3.165 3.101
H -0.480 3.344 5.229
H -2.816 3.616 -2.266
H 1.216 3.491 5.769
H -1.834 -2.136 -2.130
C 3.142 -2.454 -2.818
H 0.172 2.902 -0.585
H -3.277 2.721 -4.282
H -0.125 -1.281 3.518
C 1.709 2.228 -3.240
C -1.624 -1.027 0.418
H 0.480 1.728 3.810
H -2.492 -0.527 0.102
H -4.932 3.209 -3.960
O 5.900 -0.861 0.162
O -0.927 2.600 -3.186
H 2.298 2.572 -0.321
H -4.962 4.207 1.349
H -5.347 0.920 -4.219
O 0.697 -0.133 -0.936
C -3.678 3.027 -2.104
C 4.870 -0.949 -9.416
O 3.250 -0.536 -7.671
H -3.338 1.898 -0.297
H -1.431 -1.806 -0.267
H -0.821 0.227 3.023
H 0.087 2.607 6.759
H 1.451 1.234 -2.934
C 4.818 -0.547 0.529
H -1.531 -2.537 1.900
H 5.583 -1.713 -9.164
O 2.477 1.741 3.070
O -5.782 0.916 -1.398
C 2.189 3.360 -1.057
H 3.719 2.217 -2.022
H -4.688 3.512 4.273
C -2.402 3.595 2.062
H -1.340 3.675 2.246
H 1.017 -1.666 1.264
H -2.338 1.475 -1.662
H -3.964 -3.976 6.051
C -0.536 -0.777 2.637
C 0.059 -3.153 -2.260
H 4.207 -2.718 -2.616
H -2.943 5.692 1.894
H 0.391 4.672 -0.957
C -4.268 -5.622 4.810
O 0.314 -3.223 -1.067
H 5.172 0.103 -7.483
O -2.411 -6.689 3.112
H 5.027 -3.045 1.142
O 1.857 1.007 5.088
S -0.156 0.046 0.217
S 0.333 3.277 -2.925
H 2.004 -1.897 -5.637
C 0.689 -0.651 1.656
C 0.570 1.562 4.900
C -3.028 -3.471 4.123
C -1.850 -4.361 4.461
H 0.798 -0.987 -6.502
H 2.668 -4.521 -3.465
O 3.198 1.046 -6.118
H 4.062 1.766 5.689
H -3.285 -3.627 3.042
H 1.393 -0.247 -5.108
H -2.661 -1.184 2.329
O 0.903 -3.540 -3.223
H -2.479 3.404 1.004
H 3.386 0.300 -0.732
O -4.030 -0.834 -1.776
C 4.078 0.636 0.105
C -4.154 -4.102 5.006
H 5.332 -0.374 -10.241
H 5.089 -2.530 2.848
C 4.102 1.163 4.796
*
```

## Properties
LUMO level ... 0.20 eV
Structure (SMILES) ... O=S1(=O)CCCC1.O=S1(=O)CCCC1.O=S1(=O)CCCC1.O=S1(=O)CCCC1.O=S1(=O)CCCC1.CCOC(C)=O.CCOC(C)=O.CCOC(C)=O.CCOC(C)=O
E_HOMO ... -9.8 eV
Relative energy (zero: lowest compared OMol25 entry of this formula, charge and spin) ... 93.8 kJ/mol

=====

Computed, not measured: C6H7N in the gas phase at a distorted geometry, with ωB97M-V/def2-TZVPD.

ORCA input file:
```
! RIJCOSX wB97M-V def2-TZVPD def2/J DEFGRID3
* xyz 0 1
C 0.569 -0.285 -1.252
H 0.003 -2.139 -0.132
C 0.006 -1.043 -0.129
C 0.093 1.055 -1.037
H -1.419 -0.651 1.465
C 0.889 -0.029 0.825
H -2.110 -0.217 -0.136
H 1.888 0.330 0.528
C -1.196 -0.277 0.459
H -0.503 1.826 1.079
H 1.343 -0.690 -1.890
H 0.927 -0.490 1.804
N -0.230 1.665 -2.077
C -0.262 0.944 0.492
*
```

## Properties
LUMO level (spin up / spin down) ... 0.14 / 0.33 eV
E_HOMO (spin up / spin down) ... -7.3 / -8.7 eV
Relative energy (zero: lowest compared OMol25 entry of this formula, charge and spin) ... 531.1 kJ/mol

=====

Computed, not measured: C3H2N2O2 in the gas phase, with ωB97M-V/def2-TZVPD.

ORCA input file:
```
! RIJCOSX wB97M-V def2-TZVPD def2/J DEFGRID3
* xyz 0 1
C 0.006 0.266 -1.469
N 0.161 0.919 1.130
C 0.373 -1.096 -0.483
H -0.665 -0.410 2.504
O -1.158 0.425 -1.659
C -0.223 -0.242 1.533
N -0.071 -1.289 0.619
O 0.718 0.965 -0.053
H 0.860 0.461 -2.123
*
```

## Properties
LUMO level ... -1.10 eV
E_HOMO ... -10.4 eV
Relative energy (zero: lowest compared OMol25 entry of this formula, charge and spin) ... 474.6 kJ/mol

=====

Computed, not measured: a molecular structure, C10H11NSSn at a distorted geometry, with ωB97M-V/def2-TZVPD.

ORCA input file:
```
! RIJCOSX wB97M-V def2-TZVPD def2/J DEFGRID3
* xyz 0 1
C 2.231 1.445 -1.062
H -2.394 0.882 -1.757
H -1.042 -1.123 4.568
H 1.198 -0.511 -4.106
C -1.904 -1.321 1.294
C 0.133 -0.548 -3.816
S 2.408 1.236 1.464
H -2.407 1.164 -2.453
H 0.865 0.047 3.444
H 3.942 2.375 -0.073
C 0.056 -0.161 1.450
H -0.404 0.358 -4.181
N -0.917 -0.677 0.633
H -2.669 -1.740 0.640
H -2.853 -2.004 3.083
H 2.409 1.778 -2.065
C 1.149 0.630 -0.669
C 0.048 -0.330 2.846
C 1.064 0.493 0.706
C -1.989 -1.479 2.672
H -0.436 -1.376 -4.259
C -0.978 -0.982 3.495
Sn -0.537 0.034 -1.852
C 3.029 1.809 -0.003
*
```

## Properties
LUMO level ... -0.27 eV
E_HOMO ... -5.9 eV
Relative energy (zero: lowest compared OMol25 entry of this formula, charge and spin) ... 282.2 kJ/mol